(1)
DFT (ωB97M-V with the def2-TZVPD basis set) results for 2 unconnected molecules or ions with the total composition C3H2O3S in a non-equilibrium geometry.

Values from the calculation:
LUMO level = -1.3 eV
HOMO-LUMO gap = 7.952 eV
ΔE to the lowest compared entry with this formula, charge and spin = 4.016 eV
DFT total energy = -20117.478 eV

Geometry as XYZ:
```
9
Properties=species:S:1:pos:R:3:forces:R:3
C 0.2039 -0.4497 -1.1960 -0.429 1.987 2.944
C -0.0580 -0.8280 -2.3779 1.310 -1.608 -1.979
C 0.1616 0.0291 0.0755 -0.059 -2.077 -3.436
O 2.3493 -3.0825 -3.1885 0.205 -0.943 1.304
O 3.0250 -0.9057 -3.6021 0.871 1.839 0.139
O 0.0701 -1.2647 -3.4700 -1.141 0.761 0.934
S 2.9923 -1.9316 -2.6233 -0.880 -0.904 -1.428
H -0.6064 -0.3341 0.7150 -0.535 0.250 0.749
H 0.9916 0.5931 0.3951 0.658 0.695 0.775
```
Forces are in eV/Å.

=====

(2)
DFT (ωB97M-V with the def2-TZVPD basis set) results for a molecular structure, FIn in a non-equilibrium geometry.

Values from the calculation:
LUMO level = -19.6 eV
HOMO-LUMO gap = 6.444 eV
total charge = +2
ΔE to the lowest compared entry with this formula, charge and spin = 2.137 eV
DFT total energy = -7860.557 eV

Geometry as XYZ:
```
2
Properties=species:S:1:pos:R:3:forces:R:3
In -0.6963 -1.1784 0.2614 1.226 2.074 -0.460
F 0.6963 1.1784 -0.2614 -1.226 -2.074 0.460
```
Forces are in eV/Å.

=====

(3)
DFT (ωB97M-V with the def2-TZVPD basis set) results for a molecular structure, C33H33AsIrN3O5S3 in a non-equilibrium geometry.

Values from the calculation:
LUMO level (alpha / beta) = -3.4 / -4.2 eV
spin multiplicity = 2
HOMO-LUMO gap (alpha / beta) = 6.846 / 6.964 eV
total charge = +1
ΔE to the lowest compared entry with this formula, charge and spin = 1.545 eV
expectation value of S² = 0.7594
DFT total energy = -145641.132 eV

Geometry as XYZ:
```
79
Properties=species:S:1:pos:R:3:forces:R:3
Ir -0.5715 -0.3177 -0.8997 0.140 -0.185 0.126
C -5.1652 -0.6431 -1.4704 -0.008 0.001 -0.003
C -3.7466 -0.1924 -1.2912 0.019 -0.004 -0.025
S -2.5477 -1.3757 -1.2715 -0.090 -0.040 -0.039
C -3.3901 1.1401 -1.1711 0.003 -0.014 0.012
C -4.3695 2.2720 -1.2337 0.006 0.016 -0.013
S -1.7571 1.5640 -1.0018 0.042 0.026 0.046
H -5.2195 -1.7274 -1.5397 -0.002 -0.004 -0.007
H -5.5924 -0.2181 -2.3803 -0.008 0.001 0.003
H -5.7826 -0.3235 -0.6289 0.004 -0.002 0.000
H -5.3789 1.9344 -1.0077 0.004 0.002 0.015
H -4.3760 2.7107 -2.2340 -0.022 -0.008 -0.004
H -4.1007 3.0598 -0.5304 0.008 0.010 -0.013
O -1.0225 -0.5315 1.1080 -0.164 -0.089 -0.005
As -0.6022 -0.3273 2.7136 0.100 0.028 0.005
C 0.7098 -1.6258 3.2152 0.017 0.013 -0.027
C 1.3423 -1.5588 4.4519 0.036 0.016 -0.003
C 2.2640 -2.5341 4.8008 -0.004 -0.003 -0.005
C 2.5437 -3.5709 3.9201 -0.008 0.007 0.004
C 1.9032 -3.6383 2.6909 0.004 -0.008 0.005
C 0.9827 -2.6644 2.3336 -0.050 -0.003 -0.019
C -0.0654 1.4604 3.1388 -0.027 0.019 0.007
C 0.0296 1.8303 4.4788 -0.024 -0.005 0.006
C 0.3912 3.1268 4.8088 -0.002 -0.007 -0.004
C 0.6374 4.0538 3.8045 0.000 0.002 0.001
C 0.5165 3.6897 2.4715 0.002 -0.007 0.002
C 0.1646 2.3905 2.1333 0.035 -0.006 0.012
C -2.1690 -0.6595 3.7445 -0.023 0.011 -0.028
C -3.1570 0.3211 3.7862 0.006 -0.008 0.014
C -4.3232 0.0818 4.4938 0.005 -0.003 0.001
C -4.4964 -1.1283 5.1552 0.003 0.000 -0.002
C -3.5093 -2.1018 5.1117 -0.001 0.003 0.001
C -2.3386 -1.8709 4.4028 0.003 -0.010 -0.004
H 1.1290 -0.7547 5.1448 0.006 0.010 -0.002
H 2.7606 -2.4862 5.7605 0.003 -0.001 0.003
H 3.2612 -4.3321 4.1965 0.002 -0.003 0.001
H 2.1178 -4.4505 2.0094 0.002 0.000 -0.003
H 0.4801 -2.7082 1.3754 0.012 0.001 0.017
H -0.2032 1.1244 5.2675 -0.001 -0.003 0.000
H 0.4672 3.4166 5.8481 0.001 -0.001 0.003
H 0.9120 5.0676 4.0644 0.000 0.001 0.001
H 0.6918 4.4181 1.6909 -0.002 0.000 -0.003
H 0.0687 2.1067 1.0957 -0.002 0.004 -0.010
H -3.0132 1.2667 3.2759 -0.003 0.000 -0.002
H -5.0951 0.8383 4.5352 -0.002 0.002 0.000
H -5.4067 -1.3108 5.7107 -0.002 -0.001 0.001
H -3.6489 -3.0411 5.6293 0.000 -0.003 0.001
H -1.5661 -2.6295 4.3664 -0.003 0.000 0.001
O -0.4121 -0.1705 -2.9161 0.022 0.497 -0.054
C 0.4160 -0.8175 -3.6424 -0.120 -0.222 -0.186
O 1.2103 -1.6599 -3.2151 0.087 -0.072 0.037
C 0.3576 -0.4894 -5.1119 0.012 -0.055 0.116
C 1.2627 -1.1066 -5.9678 -0.007 -0.040 0.003
C 1.2454 -0.8258 -7.3236 0.025 0.020 0.015
C 0.3067 0.0733 -7.7923 0.217 0.257 0.092
C -0.6114 0.6956 -6.9668 0.020 0.031 0.002
C -0.5789 0.4087 -5.6132 -0.017 0.011 0.051
N 0.2824 0.3839 -9.2388 -0.845 -0.971 -0.163
O -0.6024 1.1131 -9.6346 0.252 0.387 0.044
O 1.0408 -0.2377 -9.9519 0.351 0.311 0.018
H 1.9707 -1.8145 -5.5603 -0.001 -0.008 -0.001
H 1.9354 -1.2884 -8.0131 -0.001 0.000 0.004
H -1.3255 1.3870 -7.3877 0.003 0.002 0.003
H -1.2772 0.8797 -4.9363 -0.003 -0.003 0.000
C 4.3973 1.0658 1.0094 -0.005 0.031 0.000
N 4.2168 0.4620 -0.2918 -0.003 -0.028 0.013
C 5.3091 0.4096 -1.2645 0.009 -0.010 0.001
C 4.6612 -0.2907 -2.4731 0.022 -0.053 -0.006
N 3.2614 -0.3909 -2.0679 -0.082 0.092 -0.129
C 3.0779 0.0282 -0.8351 -0.060 0.067 -0.011
S 1.6034 -0.0027 0.0571 -0.042 0.027 -0.004
H 5.2857 0.6445 1.4796 -0.001 -0.003 0.004
H 3.5334 0.8565 1.6339 -0.003 0.006 -0.005
H 4.5219 2.1473 0.9225 0.010 0.003 -0.005
H 6.1500 -0.1498 -0.8544 0.009 0.011 -0.009
H 5.6501 1.4201 -1.4989 -0.016 0.007 0.003
H 5.0793 -1.2830 -2.6413 -0.019 -0.005 -0.009
H 4.7566 0.2855 -3.3912 0.014 0.006 0.004
H 2.5161 -0.8846 -2.5862 0.154 -0.049 0.105
```
Forces are in eV/Å.

=====

> ΔE to the lowest compared entry with this formula, charge and spin of number 2 (FIn)?

2.137 eV

=====

> What is the DFT total energy in the first record?

-20117.478 eV